{"formula": "C9H40O11", "method": "wB97M-V/def2-TZVPD", "symbols": ["H", "H", "H", "H", "H", "O", "O", "H", "H", "O", "H", "H", "H", "H", "H", "C", "H", "O", "H", "O", "H", "O", "C", "H", "C", "H", "H", "C", "C", "H", "H", "H", "H", "H", "O", "H", "H", "H", "H", "H", "C", "H", "O", "H", "O", "H", "H", "H", "H", "H", "O", "C", "H", "O", "C", "H", "H", "C", "H", "H"], "positions_angstrom": [[2.36440, 1.01992, 3.82927], [-1.74340, 3.79093, 1.29438], [-0.04655, 3.35767, -3.19056], [-1.12047, 0.84292, 3.66733], [-2.75837, 1.49292, -1.64965], [-0.61993, 0.85599, 0.43851], [0.28669, 3.48014, 2.56239], [3.81976, -2.81410, 1.66803], [-3.32017, 1.24013, -3.28273], [-1.87237, 0.80518, 3.06894], [-2.19843, 3.89024, -1.19623], [-0.45293, 2.15566, -1.98440], [0.71125, 2.67312, 2.89571], [3.98811, -2.27905, -0.69462], [2.59976, -1.99002, 2.72169], [-2.57111, -3.11182, 0.87201], [-1.59357, 2.49634, 0.49937], [3.25011, -0.18222, 0.95726], [-0.30368, -4.36015, 1.19840], [-0.54801, -1.01124, -1.81985], [-3.66036, -3.10636, 0.80658], [1.99223, 1.51710, -0.91992], [-2.15554, 3.07132, -2.97296], [0.09526, -0.59155, -2.39896], [-0.73325, 2.53350, -2.97167], [-1.47359, 0.85861, 2.18696], [3.34961, 3.70138, 0.97534], [-1.93156, -4.09026, -0.07689], [2.52812, -1.42256, 0.62739], [2.25732, 3.24938, -0.00340], [0.08421, -3.21789, -0.02014], [-3.29355, -5.49937, -0.25116], [-0.58059, 1.76585, -3.73870], [-2.35364, 3.45095, -3.97620], [2.45444, 3.89821, 0.68670], [-2.32777, -3.36668, 1.90911], [4.13416, -0.44834, 1.23607], [-0.69575, 0.05733, -0.10128], [2.27895, -2.77138, -1.00544], [-0.00822, -5.00031, -0.43729], [-3.15161, 2.01170, -2.52919], [1.94843, 1.09090, -1.78033], [-2.23767, 4.20785, -2.11988], [0.77297, 3.64012, 1.74158], [-2.10259, 3.31608, 0.53567], [-2.20869, -2.09494, 0.70757], [-2.16774, -3.79322, -1.11202], [2.80925, -1.19723, -1.50911], [2.15254, -3.30131, 1.67081], [1.47092, -1.15116, 0.63539], [1.68317, 1.03383, 3.15058], [2.80066, -2.42215, 1.74246], [0.31542, 1.10372, 0.41204], [-2.40123, -5.43564, 0.10123], [-0.42733, -4.17107, 0.12395], [-0.67923, -1.89384, -2.18236], [-4.08076, 2.50360, -2.24421], [2.95059, -1.95373, -0.73641], [2.05248, 0.53943, 2.40111], [2.66883, 1.02559, -0.41823]], "nbo_charge": [0.478, 0.500, 0.218, 0.464, 0.203, -0.988, -0.987, 0.205, 0.200, -0.961, 0.498, 0.200, 0.485, 0.213, 0.228, -0.633, 0.494, -0.777, 0.212, -0.953, 0.216, -0.980, 0.098, 0.477, -0.639, 0.487, 0.470, 0.098, 0.085, 0.492, 0.198, 0.470, 0.185, 0.165, -0.960, 0.215, 0.484, 0.505, 0.229, 0.225, -0.637, 0.479, -0.748, 0.484, -0.981, 0.217, 0.141, 0.202, 0.235, 0.194, -0.968, -0.648, 0.495, -0.728, -0.633, 0.485, 0.226, -0.630, 0.492, 0.502], "smiles": "CC(C)O.CC(C)O.CC(C)O.O.O.O.O.O.O.O.O", "homo_lumo_gap_ev": 8.8157, "de_lowest_kcal_mol": 7.4, "lumo_ev": -0.4}

=====

{"formula": "C3H3N3O2", "method": "wB97M-V/def2-TZVPD", "symbols": ["N", "H", "H", "H", "C", "O", "C", "N", "O", "C", "N"], "positions_angstrom": [[-1.12505, 1.41842, 0.00942], [2.44936, 1.12304, -0.25213], [1.96543, -1.57722, 0.21369], [-2.97938, -1.01573, 0.24596], [-1.61316, 0.14346, -0.04023], [-2.96160, -0.12471, -0.13612], [0.38061, -0.11835, -0.04632], [-0.71123, -0.84763, 0.01434], [2.76970, 0.25762, -0.10989], [1.69573, -0.53028, 0.01481], [0.12960, 1.27139, 0.08647]], "nbo_charge": [-0.229, 0.505, 0.203, 0.493, 0.563, -0.642, 0.062, -0.500, -0.597, 0.331, -0.190], "homo_lumo_gap_ev": 8.0763, "de_lowest_kcal_mol": 70.7, "lumo_ev": -1.2}

=====

{"formula": "C2H2FO2S", "method": "wB97M-V/def2-TZVPD", "symbols": ["C", "H", "O", "F", "O", "C", "S", "H"], "positions_angstrom": [[1.13973, -0.46027, -0.00066], [0.89929, -0.96618, 1.00446], [2.81470, 0.15402, 0.88897], [1.42874, -1.34457, -1.00618], [1.94354, 1.72625, -0.59006], [2.03409, 0.71652, 0.09186], [-1.69758, 0.76057, 0.11982], [-1.25248, 0.00122, 1.18238]], "nbo_charge": [0.428, 0.194, -0.609, -0.323, -0.623, 0.650, -0.798, 0.080], "charge": -1, "homo_lumo_gap_ev": [6.6396, 6.6498], "de_lowest_kcal_mol": 55.9, "lumo_ev": [2.9, 2.9]}

=====

{"formula": "C12H16N8O4", "method": "wB97M-V/def2-TZVPD", "symbols": ["O", "H", "C", "H", "H", "H", "C", "C", "C", "N", "H", "H", "C", "H", "N", "H", "H", "C", "C", "C", "N", "C", "H", "H", "C", "N", "O", "H", "H", "C", "O", "H", "N", "N", "H", "N", "C", "O", "N", "H"], "positions_angstrom": [[-2.98991, 0.25442, -4.58311], [1.27833, 2.55085, -0.89519], [-0.71203, 3.00512, -1.46037], [-0.22314, 1.30478, 1.58889], [3.93958, -1.35821, 2.31036], [2.84843, -3.20167, 1.91948], [-0.64755, 0.77111, -3.09090], [0.68843, -3.47290, 2.02314], [-1.85117, -0.69380, 1.85081], [-3.01072, 1.23114, -3.82920], [-1.47174, -3.20448, 1.92184], [-2.21573, -0.48633, 0.84688], [0.68638, -0.59765, 1.73954], [-1.82320, 0.23004, 2.42324], [-0.33610, -0.33525, -3.78035], [-0.63394, -2.88575, 0.41470], [0.68857, -3.43879, 3.11876], [0.42857, 2.27243, -1.49143], [-1.83376, 2.64819, -2.23663], [1.93387, -2.76738, 1.50001], [-0.53155, -1.32255, 1.78313], [-1.83055, 1.55420, -3.04508], [2.00759, -2.88042, 0.41410], [0.68979, -4.53805, 1.75103], [-0.55856, -2.76967, 1.50017], [-0.76410, 4.17276, -0.60158], [-1.64864, 5.01008, -0.79575], [3.20333, 0.23513, 2.40371], [-2.55772, -1.36407, 2.33749], [3.22434, -0.69015, 1.83335], [0.08264, 4.28371, 0.28770], [-2.71844, 3.26272, -2.19416], [1.52793, 0.28276, -2.49602], [0.50684, 1.14832, -2.29776], [1.59689, 1.30262, 1.58607], [1.90514, -1.32115, 1.78541], [0.68630, 0.74435, 1.64896], [-4.00007, 1.95759, -3.70881], [0.86348, -0.40948, -3.30573], [3.57218, -0.48458, 0.82329]], "nbo_charge": [-0.325, 0.272, -0.050, 0.201, 0.202, 0.202, 0.304, -0.417, -0.395, 0.513, 0.202, 0.176, 0.412, 0.215, -0.197, 0.174, 0.210, 0.132, -0.100, -0.199, -0.448, -0.019, 0.176, 0.220, -0.198, 0.518, -0.353, 0.213, 0.204, -0.396, -0.357, 0.288, -0.007, -0.195, 0.203, -0.447, -0.685, -0.365, -0.071, 0.184], "homo_lumo_gap_ev": 5.6959, "lumo_ev": -1.8}

=====

What did the fourth record say?
{"formula": "C12H16N8O4", "method": "wB97M-V/def2-TZVPD", "symbols": ["O", "H", "C", "H", "H", "H", "C", "C", "C", "N", "H", "H", "C", "H", "N", "H", "H", "C", "C", "C", "N", "C", "H", "H", "C", "N", "O", "H", "H", "C", "O", "H", "N", "N", "H", "N", "C", "O", "N", "H"], "positions_angstrom": [[-2.98991, 0.25442, -4.58311], [1.27833, 2.55085, -0.89519], [-0.71203, 3.00512, -1.46037], [-0.22314, 1.30478, 1.58889], [3.93958, -1.35821, 2.31036], [2.84843, -3.20167, 1.91948], [-0.64755, 0.77111, -3.09090], [0.68843, -3.47290, 2.02314], [-1.85117, -0.69380, 1.85081], [-3.01072, 1.23114, -3.82920], [-1.47174, -3.20448, 1.92184], [-2.21573, -0.48633, 0.84688], [0.68638, -0.59765, 1.73954], [-1.82320, 0.23004, 2.42324], [-0.33610, -0.33525, -3.78035], [-0.63394, -2.88575, 0.41470], [0.68857, -3.43879, 3.11876], [0.42857, 2.27243, -1.49143], [-1.83376, 2.64819, -2.23663], [1.93387, -2.76738, 1.50001], [-0.53155, -1.32255, 1.78313], [-1.83055, 1.55420, -3.04508], [2.00759, -2.88042, 0.41410], [0.68979, -4.53805, 1.75103], [-0.55856, -2.76967, 1.50017], [-0.76410, 4.17276, -0.60158], [-1.64864, 5.01008, -0.79575], [3.20333, 0.23513, 2.40371], [-2.55772, -1.36407, 2.33749], [3.22434, -0.69015, 1.83335], [0.08264, 4.28371, 0.28770], [-2.71844, 3.26272, -2.19416], [1.52793, 0.28276, -2.49602], [0.50684, 1.14832, -2.29776], [1.59689, 1.30262, 1.58607], [1.90514, -1.32115, 1.78541], [0.68630, 0.74435, 1.64896], [-4.00007, 1.95759, -3.70881], [0.86348, -0.40948, -3.30573], [3.57218, -0.48458, 0.82329]], "nbo_charge": [-0.325, 0.272, -0.050, 0.201, 0.202, 0.202, 0.304, -0.417, -0.395, 0.513, 0.202, 0.176, 0.412, 0.215, -0.197, 0.174, 0.210, 0.132, -0.100, -0.199, -0.448, -0.019, 0.176, 0.220, -0.198, 0.518, -0.353, 0.213, 0.204, -0.396, -0.357, 0.288, -0.007, -0.195, 0.203, -0.447, -0.685, -0.365, -0.071, 0.184], "homo_lumo_gap_ev": 5.6959, "lumo_ev": -1.8}

=====

> Number 2 is which compound?

C3H3N3O2